C20H25ClN3O4RuSe as an isolated structure in a non-equilibrium geometry, computed with ωB97M-V/def2-TZVPD.

Positions of all 55 atoms, in Å:
Ru1 0.39 0.64 -0.47
C1 1.70 1.97 2.42
C2 1.48 3.03 1.37
O1 1.49 2.45 0.05
C3 2.70 2.54 -0.73
C4 3.59 1.37 -0.41
O2 2.79 0.19 -0.43
C5 3.35 -0.82 0.43
C6 2.37 -1.96 0.58
O3 1.05 -1.45 0.79
C7 0.54 -1.45 2.13
C8 1.06 -0.27 2.91
O4 0.80 0.90 2.14
H1 1.51 2.39 3.41
H2 2.73 1.60 2.40
H3 2.25 3.80 1.43
H4 0.51 3.50 1.49
H5 3.20 3.49 -0.54
H6 2.38 2.51 -1.77
H7 4.03 1.49 0.58
H8 4.40 1.29 -1.14
H9 3.58 -0.36 1.39
H10 4.28 -1.19 -0.01
H11 2.67 -2.60 1.41
H12 2.33 -2.56 -0.32
H13 0.80 -2.39 2.63
H14 -0.54 -1.40 2.03
H15 2.14 -0.36 3.08
H16 0.57 -0.20 3.88
Cl1 -0.14 2.07 -2.96
C9 -1.69 1.46 -2.43
C10 -2.67 1.19 -3.29
C11 -3.92 0.62 -2.78
C12 -4.03 0.18 -1.53
C13 -2.89 0.24 -0.54
C14 -1.80 1.21 -0.98
C15 -1.26 2.07 -0.06
H17 -2.55 1.39 -4.35
H18 -4.75 0.54 -3.46
H19 -4.94 -0.27 -1.18
H20 -3.27 0.57 0.43
H21 -1.55 2.00 0.98
H22 -0.80 2.99 -0.39
Se1 0.65 -2.04 -2.56
N1 -0.25 -3.48 -2.05
C16 -1.27 -3.10 -1.26
C17 -2.20 -3.95 -0.64
C18 -3.19 -3.40 0.16
C19 -3.31 -2.03 0.29
N2 -2.43 -1.18 -0.32
C20 -1.38 -1.69 -1.02
N3 -0.39 -0.94 -1.50
H23 -2.12 -5.02 -0.79
H24 -3.90 -4.03 0.68
H25 -4.10 -1.56 0.84

⟨S²⟩ = 0.960
multiplicity = 2
charge = +2
LUMO level (spin up / spin down) = -7.974 / -8.217 eV
Kohn-Sham gap (spin up / spin down) = 0.2197 / 0.1696 Eh
relative energy (zero: lowest compared OMol25 entry of this formula, charge and spin) = 203.19 kJ/mol
F_max = 0.0427 Eh/bohr
HOMO level (spin up / spin down) = -13.95 / -12.83 eV

=====

A 5-piece molecular cluster, C20H25F15O10 overall in a non-equilibrium geometry, computed with ωB97M-V/def2-TZVPD.

Positions of all 70 atoms, in Å:
C1 -10.88 -20.15 -7.48
C2 -10.86 -18.68 -7.80
O1 -11.15 -18.42 -9.19
C3 -10.12 -18.36 -10.01
O2 -8.97 -18.59 -9.76
C4 -10.55 -17.95 -11.44
F1 -9.96 -16.78 -11.74
F2 -10.14 -18.86 -12.33
F3 -11.86 -17.80 -11.57
H1 -10.05 -20.67 -7.96
H2 -11.81 -20.61 -7.80
H3 -10.71 -20.24 -6.41
H4 -9.91 -18.21 -7.54
H5 -11.64 -18.15 -7.25
C5 -5.66 -23.29 -4.02
C6 -6.79 -22.30 -4.05
O3 -6.37 -21.13 -4.78
C7 -7.32 -20.34 -5.23
O4 -8.50 -20.48 -5.11
C8 -6.72 -19.12 -5.96
F4 -5.48 -19.35 -6.39
F5 -7.48 -18.80 -7.00
F6 -6.68 -18.07 -5.12
H6 -6.02 -24.26 -3.68
H7 -4.86 -23.01 -3.34
H8 -5.22 -23.41 -5.01
H9 -7.00 -21.99 -3.02
H10 -7.70 -22.69 -4.50
C9 -4.98 -19.83 -1.16
C10 -5.96 -19.78 -0.03
O5 -6.88 -20.88 -0.18
C11 -8.10 -20.72 0.28
O6 -8.54 -19.76 0.85
C12 -8.97 -21.96 0.04
F7 -10.18 -21.61 -0.40
F8 -8.43 -22.81 -0.84
F9 -9.12 -22.62 1.20
H11 -4.31 -20.69 -1.12
H12 -4.28 -18.99 -1.08
H13 -5.48 -19.79 -2.13
H14 -6.49 -18.84 0.05
H15 -5.45 -19.89 0.93
C13 -8.49 -28.90 -0.57
C14 -7.16 -28.73 -1.25
O7 -6.39 -27.74 -0.55
C15 -5.44 -27.13 -1.25
O8 -5.11 -27.36 -2.37
C16 -4.77 -26.00 -0.44
F10 -4.91 -24.85 -1.09
F11 -5.28 -25.86 0.78
F12 -3.46 -26.26 -0.32
H16 -9.19 -29.37 -1.26
H17 -8.93 -27.95 -0.27
H18 -8.44 -29.50 0.34
H19 -7.28 -28.41 -2.29
H20 -6.61 -29.67 -1.29
C17 -2.13 -23.65 -2.61
C18 -0.66 -23.88 -2.96
O9 -0.13 -24.92 -2.13
C19 -0.27 -26.16 -2.57
O10 -0.79 -26.50 -3.59
C20 0.32 -27.17 -1.57
F13 0.82 -26.59 -0.48
F14 -0.63 -28.03 -1.19
F15 1.30 -27.86 -2.17
H21 -2.64 -24.49 -3.08
H22 -2.52 -22.76 -3.10
H23 -2.27 -23.60 -1.53
H24 -0.04 -23.00 -2.84
H25 -0.60 -24.16 -4.02

multiplicity = 1
LUMO level = 0.352 eV
Kohn-Sham gap = 0.4230 Eh
relative energy (zero: lowest compared OMol25 entry of this formula, charge and spin) = 27.80 kJ/mol
F_max = 0.0250 Eh/bohr
SMILES string = CCOC(=O)C(F)(F)F.CCOC(=O)C(F)(F)F.CCOC(=O)C(F)(F)F.CCOC(=O)C(F)(F)F.CCOC(=O)C(F)(F)F
HOMO level = -11.16 eV

=====

A 3-piece molecular cluster, C20H25F17O8S2 overall in a non-equilibrium geometry, computed with ωB97M-V/def2-TZVPD.

Positions of all 72 atoms, in Å:
O1 -2.65 -1.37 -1.65
C1 -1.91 -1.52 -2.60
C2 -2.10 -1.07 -4.02
C3 -0.71 -1.12 -4.66
C4 -0.10 0.19 -5.18
C5 0.72 1.09 -4.22
C6 -0.13 2.03 -3.38
F1 -1.35 1.49 -3.08
F2 -0.39 3.16 -4.12
C7 0.49 2.58 -2.06
F3 -0.11 3.75 -1.73
F4 1.81 2.86 -2.29
C8 0.35 1.67 -0.80
F5 -0.96 1.66 -0.44
F6 0.69 0.40 -1.13
C9 1.15 2.19 0.45
F7 0.38 3.18 0.95
F8 2.35 2.73 0.11
C10 1.39 1.16 1.62
F9 1.17 1.85 2.77
F10 0.49 0.15 1.53
C11 2.84 0.57 1.89
F11 2.68 -0.29 2.93
F12 3.59 1.62 2.30
C12 3.68 -0.23 0.84
F13 4.98 -0.14 1.26
F14 3.61 0.33 -0.38
C13 3.35 -1.76 0.76
F15 2.04 -1.98 0.87
F16 3.80 -2.23 -0.42
F17 3.97 -2.41 1.75
C14 0.10 -1.94 -3.64
O2 -0.73 -2.17 -2.50
H1 -2.60 -0.11 -4.04
H2 -2.74 -1.81 -4.49
H3 -0.79 -1.74 -5.54
H4 -0.89 0.80 -5.62
H5 0.57 -0.07 -6.00
H6 1.34 1.75 -4.82
H7 1.40 0.51 -3.61
H8 1.00 -1.47 -3.29
H9 0.36 -2.91 -4.05
C15 -5.24 0.52 -1.72
C16 -6.38 0.61 -0.73
O3 -7.54 1.31 -1.25
S1 -8.46 0.54 -2.29
C17 -9.83 1.63 -2.23
O4 -8.81 -0.73 -1.75
O5 -7.87 0.60 -3.60
H10 -5.50 -0.11 -2.57
H11 -4.36 0.09 -1.25
H12 -4.99 1.51 -2.11
H13 -6.69 -0.37 -0.38
H14 -6.09 1.20 0.14
H15 -10.26 1.60 -1.23
H16 -10.55 1.28 -2.96
H17 -9.50 2.63 -2.48
C18 6.05 -0.40 4.64
C19 5.14 -1.59 4.91
O6 5.43 -2.24 6.17
S2 4.94 -1.52 7.49
C20 5.15 -2.88 8.58
O7 3.55 -1.20 7.36
O8 5.87 -0.48 7.84
H18 5.88 0.41 5.34
H19 5.87 -0.03 3.63
H20 7.10 -0.70 4.72
H21 4.09 -1.30 4.89
H22 5.29 -2.36 4.16
H23 4.46 -3.67 8.29
H24 4.92 -2.52 9.58
H25 6.18 -3.21 8.53

multiplicity = 1
LUMO level = 0.368 eV
Kohn-Sham gap = 0.3960 Eh
relative energy (zero: lowest compared OMol25 entry of this formula, charge and spin) = 0.00 kJ/mol
F_max = 0.0350 Eh/bohr
SMILES string = O=C1C[C@@H](CCC(F)(F)C(F)(F)C(F)(F)C(F)(F)C(F)(F)C(F)(F)C(F)(F)C(F)(F)F)CO1.CCOS(C)(=O)=O.CCOS(C)(=O)=O
HOMO level = -10.41 eV

=====

A single C20H25FN2O3 molecule, computed with ωB97M-V/def2-TZVPD.

Positions of all 51 atoms, in Å:
C1 7.01 0.80 1.34
O1 7.54 0.01 0.31
C2 6.76 -1.13 0.01
C3 5.45 -0.79 -0.64
C4 5.13 -0.54 -1.95
C5 3.75 -0.23 -1.96
C6 3.33 -0.31 -0.66
C7 1.98 -0.26 -0.03
O2 1.70 -1.08 0.84
N1 1.11 0.67 -0.48
C8 1.48 1.79 -1.31
C9 -0.27 0.67 0.00
C10 -0.37 1.01 1.49
C11 -1.83 1.02 1.92
C12 -2.48 -0.32 1.56
N2 -2.36 -0.68 0.16
C13 -3.25 0.07 -0.71
C14 -4.68 -0.35 -0.49
C15 -5.01 -1.68 -0.21
C16 -6.32 -2.06 -0.01
C17 -7.34 -1.13 -0.09
C18 -7.05 0.19 -0.37
C19 -5.73 0.56 -0.56
F1 -5.45 1.86 -0.83
C20 -0.97 -0.68 -0.25
O3 4.36 -0.66 0.13
H1 7.73 1.61 1.51
H2 6.04 1.23 1.08
H3 6.90 0.22 2.27
H4 6.56 -1.70 0.92
H5 7.36 -1.72 -0.68
H6 5.80 -0.57 -2.79
H7 3.16 -0.01 -2.83
H8 1.07 2.71 -0.89
H9 1.10 1.67 -2.33
H10 2.57 1.89 -1.35
H11 -0.79 1.44 -0.58
H12 0.18 0.26 2.05
H13 0.10 1.99 1.68
H14 -1.91 1.19 2.99
H15 -2.36 1.83 1.41
H16 -3.54 -0.31 1.82
H17 -1.99 -1.12 2.14
H18 -3.18 1.16 -0.60
H19 -2.98 -0.18 -1.75
H20 -4.20 -2.39 -0.14
H21 -6.55 -3.09 0.21
H22 -8.37 -1.43 0.07
H23 -7.82 0.95 -0.43
H24 -0.91 -0.94 -1.31
H25 -0.46 -1.45 0.32

multiplicity = 1
LUMO level = 0.655 eV
Kohn-Sham gap = 0.3271 Eh
relative energy (zero: lowest compared OMol25 entry of this formula, charge and spin) = 239.06 kJ/mol
F_max = 0.0177 Eh/bohr
SMILES string = COCc1ccc(C(=O)N(C)[C@@H]2CCCN(Cc3ccccc3F)C2)o1
HOMO level = -8.25 eV

=====

C20H25IrN3O7S2 as an isolated structure, computed with ωB97M-V/def2-TZVPD.

Positions of all 58 atoms, in Å:
Ir1 -1.49 0.30 -0.04
C1 -3.08 2.55 -0.85
C2 -3.95 1.90 0.20
N1 -3.11 0.99 1.05
C3 -3.88 -0.18 1.59
C4 -4.27 -1.17 0.49
S1 -2.98 -1.28 -0.81
C5 -3.76 -0.36 -2.20
C6 -2.85 0.76 -2.67
N2 -2.23 1.52 -1.53
H1 -3.68 3.09 -1.59
H2 -2.39 3.26 -0.39
H3 -4.42 2.65 0.84
H4 -4.74 1.31 -0.25
H5 -2.75 1.51 1.86
H6 -3.23 -0.65 2.33
H7 -4.77 0.19 2.10
H8 -4.37 -2.16 0.91
H9 -5.20 -0.92 0.00
H10 -3.90 -1.08 -3.01
H11 -4.74 -0.02 -1.89
H12 -2.02 0.37 -3.24
H13 -3.41 1.46 -3.30
H14 -1.42 1.99 -1.92
O1 -0.04 -1.42 -0.33
C7 0.48 -0.90 -1.36
O2 -0.02 0.24 -1.66
C8 1.53 -1.53 -2.15
C9 2.04 -2.77 -1.78
C10 3.03 -3.36 -2.54
C11 3.52 -2.72 -3.67
C12 2.99 -1.49 -4.02
C13 2.01 -0.87 -3.28
N3 3.50 -0.80 -5.23
O3 4.39 -1.34 -5.84
O4 2.98 0.26 -5.51
H15 1.65 -3.27 -0.90
H16 3.43 -4.33 -2.26
H17 4.29 -3.16 -4.29
H18 1.64 0.10 -3.59
C14 5.22 0.29 4.51
C15 3.85 0.46 3.94
C16 3.60 0.18 2.59
C17 2.34 0.34 2.05
C18 1.32 0.80 2.89
C19 1.54 1.09 4.24
C20 2.81 0.91 4.74
S2 -0.26 0.99 2.26
O5 -0.19 1.64 0.88
O6 -1.13 1.69 3.16
O7 -0.87 -0.35 1.83
H19 5.92 -0.12 3.78
H20 5.19 -0.38 5.37
H21 5.61 1.25 4.86
H22 4.40 -0.17 1.96
H23 2.15 0.13 1.01
H24 0.73 1.45 4.86
H25 3.00 1.13 5.79

⟨S²⟩ = 0.757
multiplicity = 2
charge = +2
LUMO level (spin up / spin down) = -6.920 / -8.734 eV
Kohn-Sham gap (spin up / spin down) = 0.2868 / 0.2208 Eh
relative energy (zero: lowest compared OMol25 entry of this formula, charge and spin) = 0.00 kJ/mol
F_max = 0.0097 Eh/bohr
HOMO level (spin up / spin down) = -14.72 / -14.74 eV

=====

A single C20H25N3O2S molecule, computed with ωB97M-V/def2-TZVPD.

Positions of all 51 atoms, in Å:
C1 -7.40 -1.48 1.95
O1 -6.03 -1.62 2.26
C2 -5.13 -0.94 1.50
C3 -5.44 -0.09 0.45
C4 -4.41 0.53 -0.25
C5 -3.09 0.32 0.09
N1 -2.05 0.95 -0.62
C6 -1.00 0.28 -1.17
S1 -1.08 -1.36 -1.41
N2 0.05 1.03 -1.58
C7 1.22 0.38 -2.14
C8 2.21 0.04 -1.03
N3 2.59 1.25 -0.33
C9 3.63 1.01 0.66
C10 4.92 0.60 0.00
C11 5.39 1.33 -1.08
C12 6.58 0.98 -1.70
C13 7.31 -0.10 -1.23
C14 6.85 -0.83 -0.15
C15 5.65 -0.48 0.46
C16 1.42 1.89 0.24
C17 0.44 2.24 -0.88
C18 -2.77 -0.51 1.18
O2 -1.45 -0.59 1.51
C19 -1.06 -1.55 2.47
C20 -3.79 -1.14 1.86
H1 -7.93 -2.12 2.66
H2 -7.74 -0.45 2.06
H3 -7.61 -1.83 0.93
H4 -6.46 0.10 0.16
H5 -4.65 1.17 -1.08
H6 -2.24 1.89 -0.95
H7 0.90 -0.53 -2.65
H8 1.68 1.07 -2.85
H9 3.10 -0.42 -1.45
H10 1.73 -0.69 -0.34
H11 3.79 1.94 1.21
H12 3.32 0.23 1.39
H13 4.81 2.17 -1.44
H14 6.94 1.56 -2.54
H15 8.24 -0.37 -1.71
H16 7.41 -1.67 0.21
H17 5.29 -1.06 1.30
H18 1.73 2.80 0.76
H19 0.90 1.23 0.96
H20 -0.43 2.75 -0.46
H21 0.93 2.91 -1.60
H22 0.03 -1.51 2.50
H23 -1.46 -1.31 3.46
H24 -1.38 -2.55 2.18
H25 -3.60 -1.80 2.70

multiplicity = 1
LUMO level = 0.751 eV
Kohn-Sham gap = 0.3092 Eh
relative energy (zero: lowest compared OMol25 entry of this formula, charge and spin) = 235.87 kJ/mol
F_max = 0.0114 Eh/bohr
SMILES string = COc1ccc(NC(=S)N2CCN(Cc3ccccc3)CC2)c(OC)c1
HOMO level = -7.66 eV

=====

A single C20H25N3O3S molecule, computed with ωB97M-V/def2-TZVPD.

Positions of all 52 atoms, in Å:
C1 -2.30 -1.95 1.29
N1 -1.58 -2.21 0.07
C2 -2.25 -3.17 -0.78
C3 -0.20 -2.10 0.05
C4 0.55 -1.91 1.22
C5 1.91 -1.70 1.17
C6 2.59 -1.66 -0.04
C7 4.06 -1.35 -0.10
N2 4.41 -0.10 0.54
S1 3.80 1.29 -0.15
O1 3.96 1.17 -1.57
O2 4.44 2.38 0.53
C8 2.06 1.36 0.25
C9 1.70 1.49 1.57
C10 0.36 1.61 1.93
C11 -0.58 1.62 0.92
C12 -0.21 1.52 -0.43
C13 1.12 1.38 -0.77
C14 -1.44 1.66 -1.28
C15 -1.70 0.47 -2.19
C16 -1.40 2.96 -2.09
C17 -2.54 1.77 -0.22
O3 -3.73 1.86 -0.41
N3 -1.95 1.76 1.01
C18 -2.68 1.92 2.24
C19 1.86 -1.86 -1.21
C20 0.50 -2.08 -1.16
H1 -1.89 -1.06 1.77
H2 -2.27 -2.79 2.00
H3 -3.34 -1.75 1.03
H4 -1.62 -3.46 -1.61
H5 -3.17 -2.73 -1.18
H6 -2.51 -4.07 -0.22
H7 0.07 -1.95 2.19
H8 2.46 -1.58 2.09
H9 4.38 -1.25 -1.14
H10 4.65 -2.15 0.37
H11 4.30 -0.09 1.54
H12 2.47 1.51 2.33
H13 0.07 1.70 2.97
H14 1.46 1.30 -1.79
H15 -0.92 0.38 -2.94
H16 -1.74 -0.45 -1.61
H17 -2.66 0.60 -2.69
H18 -0.64 2.90 -2.86
H19 -2.37 3.13 -2.56
H20 -1.18 3.81 -1.45
H21 -2.53 1.07 2.90
H22 -2.37 2.83 2.76
H23 -3.74 1.99 1.98
H24 2.36 -1.82 -2.16
H25 -0.03 -2.22 -2.09

multiplicity = 1
LUMO level = 0.486 eV
Kohn-Sham gap = 0.3081 Eh
relative energy (zero: lowest compared OMol25 entry of this formula, charge and spin) = 159.28 kJ/mol
F_max = 0.0169 Eh/bohr
SMILES string = CN(C)c1ccc(CNS(=O)(=O)c2ccc3c(c2)C(C)(C)C(=O)N3C)cc1
HOMO level = -7.90 eV

=====

A single C20H25N3O5S molecule, computed with ωB97M-V/def2-TZVPD.

Positions of all 54 atoms, in Å:
C1 2.13 3.34 -0.21
C2 1.49 2.42 0.83
O1 0.33 1.77 0.34
C3 -0.83 2.46 0.23
C4 -1.07 3.74 0.70
C5 -2.34 4.30 0.59
C6 -3.38 3.60 0.02
C7 -3.15 2.32 -0.46
C8 -1.89 1.75 -0.37
C9 -1.60 0.41 -0.95
O2 -0.86 0.24 -1.90
N1 -2.21 -0.61 -0.32
C10 -2.05 -2.00 -0.72
C11 -0.74 -2.57 -0.12
O3 -0.71 -3.50 0.65
N2 0.34 -1.88 -0.58
C12 1.66 -1.97 -0.16
C13 2.15 -3.01 0.62
C14 3.49 -3.03 0.99
C15 4.35 -2.02 0.60
C16 3.84 -0.99 -0.17
S1 4.91 0.36 -0.62
N3 4.89 1.25 0.82
O4 6.25 -0.13 -0.83
O5 4.30 1.18 -1.62
C17 2.52 -0.94 -0.56
C18 -3.28 -2.84 -0.37
C19 -4.46 -2.44 -1.25
C20 -3.65 -2.76 1.11
H1 1.39 4.00 -0.65
H2 2.91 3.94 0.26
H3 2.58 2.75 -1.01
H4 1.25 2.97 1.75
H5 2.18 1.61 1.08
H6 -0.28 4.32 1.15
H7 -2.50 5.30 0.96
H8 -4.36 4.04 -0.05
H9 -3.95 1.76 -0.93
H10 -2.73 -0.44 0.53
H11 -1.92 -1.99 -1.81
H12 0.15 -1.12 -1.23
H13 1.48 -3.79 0.94
H14 3.86 -3.85 1.59
H15 5.39 -2.02 0.86
H16 5.74 1.10 1.35
H17 4.77 2.23 0.62
H18 2.17 -0.12 -1.17
H19 -3.01 -3.88 -0.58
H20 -5.33 -3.05 -1.01
H21 -4.23 -2.58 -2.30
H22 -4.72 -1.40 -1.09
H23 -4.06 -1.78 1.37
H24 -2.79 -2.96 1.73
H25 -4.41 -3.50 1.34

multiplicity = 1
LUMO level = 0.577 eV
Kohn-Sham gap = 0.3425 Eh
relative energy (zero: lowest compared OMol25 entry of this formula, charge and spin) = 11.13 kJ/mol
F_max = 0.0170 Eh/bohr
SMILES string = CCOc1ccccc1C(=O)N[C@@H](C(=O)Nc1cccc(S(N)(=O)=O)c1)C(C)C
HOMO level = -8.74 eV